Entry 1:
# C5H12ClN

The molecule C5H12ClN (wB97M-V/def2-TZVPD, the Open Molecules 2025 dataset).

ORCA input file:
```
! RIJCOSX wB97M-V def2-TZVPD def2/J DEFGRID3
* xyz 0 1
C 0.644 -1.893 0.024
N 0.004 -0.809 0.811
C 0.553 -0.773 2.197
C 0.048 0.481 0.138
C -0.905 0.566 -1.062
C -0.917 2.062 -1.711
Cl -0.243 2.068 -3.306
H 1.746 -1.785 -0.152
H 0.220 -2.151 -0.864
H 0.488 -2.747 0.496
H 1.642 -0.522 2.305
H 0.331 -1.609 2.759
H 0.177 -0.007 2.757
H 1.169 0.741 -0.188
H -0.298 1.015 0.870
H -2.048 0.388 -0.693
H -0.516 -0.009 -1.813
H -0.276 2.580 -0.905
H -1.819 2.404 -1.665
*
```

The energy relative to the best compared isomer or geometry (same formula, charge and spin) is 2.155 eV. For the HOMO-LUMO gap, the calculation gives 0.3607 Ha. Its structure (SMILES) is CN(C)CCCCl.

Here are the Mulliken charges for atoms 1 to 8, given in e: C -1.20; N -0.08; C -1.14; C -0.96; C -0.54; C -0.50; Cl -0.19; H 0.33

---

Entry 2:
# C6H15N

The ion C6H15N with charge +1 (wB97M-V/def2-TZVPD, the Open Molecules 2025 dataset).

ORCA input file:
```
! RIJCOSX wB97M-V def2-TZVPD def2/J DEFGRID3
* xyz 1 2
C -0.502 -1.268 1.994
C 0.709 -0.525 1.426
N 0.332 0.377 0.332
C -0.179 1.679 0.721
C -1.055 0.553 -1.735
C -0.074 -0.261 -0.928
C 1.238 -0.471 -1.750
H -0.862 -0.825 2.912
H -1.374 -1.244 1.340
H -0.274 -2.294 2.259
H 1.178 0.083 2.190
H 1.433 -1.231 1.022
H -0.025 2.381 -0.086
H -1.260 1.599 0.895
H 0.332 2.003 1.619
H -1.932 0.904 -1.173
H -0.591 1.495 -2.043
H -1.378 0.000 -2.608
H -0.392 -1.264 -0.659
H 1.614 0.470 -2.140
H 1.998 -0.905 -1.105
H 1.064 -1.257 -2.483
*
```

The energy relative to the best compared isomer or geometry (same formula, charge and spin) is 0.000 eV. For the HOMO-LUMO gap (alpha / beta), the calculation gives 0.4627 / 0.3577 Ha.

Here are the Mulliken charges for atoms 1 to 8, given in e: C -1.01; C -0.50; N 0.26; C -0.87; C -1.50; C 0.44; C -1.31; H 0.33

---

Entry 3:
# C22H15CuF2NO14

A structure of composition C22H15CuF2NO14 (wB97M-V/def2-TZVPD, the Open Molecules 2025 dataset).

ORCA input file:
```
! RIJCOSX wB97M-V def2-TZVPD def2/J DEFGRID3
* xyz -2 2
Cu -0.187 -1.460 -0.244
C 4.562 0.611 -1.995
C 3.937 0.873 -3.250
C 2.654 0.087 -3.566
O 2.144 0.204 -4.725
C 2.260 -0.896 -2.573
C 2.857 -1.085 -1.344
C 4.096 -0.221 -1.068
O 4.737 -0.362 0.027
O 2.287 -1.994 -0.625
O 4.354 1.634 -4.194
H 5.407 1.214 -1.697
H 1.449 -1.540 -2.880
C 1.462 -0.413 4.218
C 1.783 -1.379 3.194
C 0.462 -2.138 2.496
O 0.652 -3.155 1.804
C -0.831 -1.579 2.716
C -1.006 -0.588 3.610
C 0.163 0.003 4.432
O 0.033 0.822 5.450
O -2.247 -0.144 3.728
O 2.941 -1.636 2.784
H 2.281 0.019 4.774
H -1.632 -1.938 2.087
C 1.462 3.972 0.056
C 2.036 3.274 -1.180
O 1.397 2.055 -1.165
C 1.127 1.714 0.035
O 0.740 0.640 0.363
O 1.128 2.809 0.793
F 3.295 3.057 -1.185
H 0.604 4.610 -0.157
H 2.232 4.447 0.663
H 1.872 3.771 -2.136
C -4.428 2.019 1.331
C -5.076 1.618 0.031
O -4.049 0.770 -0.474
C -2.841 0.966 0.149
O -1.824 0.303 0.039
O -3.068 1.898 1.098
F -5.148 2.736 -0.801
H -4.799 1.371 2.126
H -4.650 3.043 1.629
H -6.043 1.116 0.062
N -2.636 -2.297 -1.697
C -1.523 -2.559 -2.383
C -0.938 -3.692 -1.886
C -1.527 -4.003 -0.699
C -2.566 -3.075 -0.555
H -3.411 -1.660 -1.813
H -1.388 -2.051 -3.327
H -0.126 -4.240 -2.342
H -1.239 -4.760 0.015
H -3.227 -2.793 0.252
*
```

The energy relative to the best compared isomer or geometry (same formula, charge and spin) is 0.239 eV. For the HOMO-LUMO gap (alpha / beta), the calculation gives 0.1473 / 0.1193 Ha.

Here are the Mulliken charges for atoms 1 to 8, given in e: Cu 1.25; C -1.03; C 0.72; C 0.41; O -0.81; C -0.30; C 0.42; C 0.54

---

Entry 4:
# C35H30N3O4SV

A structure of composition C35H30N3O4SV (wB97M-V/def2-TZVPD, the Open Molecules 2025 dataset).

ORCA input file:
```
! RIJCOSX wB97M-V def2-TZVPD def2/J DEFGRID3
* xyz 2 1
V -0.792 -0.495 0.312
O 0.774 2.045 1.505
C -0.121 3.119 1.229
C -1.411 2.472 0.707
O -2.416 2.997 0.397
O -1.329 1.068 0.644
C 0.475 4.056 0.178
C -0.238 4.587 -0.889
C 0.375 5.469 -1.772
C 1.698 5.835 -1.594
C 2.413 5.313 -0.523
C 1.806 4.433 0.355
C -0.513 3.835 2.523
C -0.732 3.073 3.670
C -1.120 3.687 4.850
C -1.300 5.063 4.888
C -1.089 5.820 3.746
C -0.699 5.210 2.562
H 1.441 2.371 2.124
H -1.281 4.342 -1.037
H -0.194 5.877 -2.597
H 2.168 6.530 -2.276
H 3.444 5.602 -0.365
H 2.379 4.057 1.195
H -0.585 2.000 3.644
H -1.281 3.092 5.739
H -1.602 5.543 5.809
H -1.227 6.892 3.775
H -0.537 5.809 1.677
C 4.162 1.483 -1.809
C 3.534 0.357 -2.615
N 3.390 -0.874 -1.822
C 4.547 -1.798 -1.847
C 4.392 -2.846 -2.936
C 2.313 -1.155 -1.136
S 1.038 0.056 -1.182
N 2.297 -2.358 -0.490
C 1.367 -2.623 0.370
O 0.479 -1.688 0.678
C 1.263 -3.921 1.029
C 0.258 -4.171 1.965
C 0.185 -5.406 2.582
C 1.110 -6.393 2.266
C 2.113 -6.147 1.335
C 2.194 -4.914 0.717
H 4.249 2.372 -2.431
H 5.160 1.212 -1.466
H 3.549 1.732 -0.941
H 4.149 0.096 -3.476
H 2.556 0.643 -3.005
H 4.647 -2.253 -0.867
H 5.422 -1.174 -2.023
H 3.532 -3.484 -2.737
H 5.284 -3.470 -2.973
H 4.268 -2.384 -3.916
H -0.460 -3.402 2.219
H -0.587 -5.598 3.315
H 1.052 -7.358 2.751
H 2.832 -6.919 1.096
H 2.971 -4.706 -0.005
N -9.229 -4.648 -2.884
C -8.241 -4.180 -2.524
C -7.021 -3.602 -2.081
C -7.009 -2.254 -1.651
C -5.840 -1.701 -1.226
C -4.645 -2.487 -1.217
C -4.674 -3.847 -1.656
C -5.846 -4.393 -2.082
C -3.462 -1.922 -0.781
C -2.424 -1.373 -0.401
H -7.928 -1.685 -1.666
H -5.793 -0.674 -0.891
H -3.759 -4.423 -1.644
H -5.898 -5.418 -2.420
*
```

The energy relative to the best compared isomer or geometry (same formula, charge and spin) is 1.407 eV. For the HOMO-LUMO gap (alpha / beta), the calculation gives 0.1490 / 0.1490 Ha.

Here are the Mulliken charges for atoms 1 to 8, given in e: V 1.13; O -0.48; C 2.59; C -0.05; O -0.44; O -0.49; C -0.21; C -0.21

---

Entry 5:
# C17H22FN3O3P

A cluster of 2 separate species, C17H22FN3O3P in total (wB97M-V/def2-TZVPD, the Open Molecules 2025 dataset).

ORCA input file:
```
! RIJCOSX wB97M-V def2-TZVPD def2/J DEFGRID3
* xyz 1 1
N -0.329 -4.223 -0.776
C -0.096 -2.889 -1.055
N 0.330 -2.502 -2.293
C -0.326 -1.276 -2.850
C -1.338 -0.705 -1.870
C -1.976 0.626 -2.322
C -3.367 0.713 -1.743
C -4.402 -0.015 -2.338
C -5.686 0.003 -1.809
C -5.934 0.759 -0.667
C -4.913 1.492 -0.078
C -3.627 1.474 -0.608
C -0.645 -0.612 -0.518
P 0.943 0.338 -0.430
O 1.154 0.835 0.926
O 0.970 1.478 -1.532
O 2.106 -0.675 -0.865
N -0.329 -2.010 -0.098
H -1.218 -4.593 -1.060
H 0.317 -4.816 -0.288
H 1.343 -2.427 -2.344
H 0.429 -0.542 -3.115
H -0.823 -1.555 -3.774
H -2.161 -1.420 -1.823
H -2.012 0.617 -3.407
H -1.397 1.475 -1.975
H -4.205 -0.617 -3.215
H -6.469 -0.577 -2.269
H -6.932 0.752 -0.261
H -5.107 2.069 0.814
H -2.814 2.030 -0.164
H -1.294 -0.162 0.224
H 1.663 1.327 -2.189
H 2.789 -0.664 -0.180
H -1.027 -2.383 0.541
F 6.748 1.653 5.518
C 5.722 1.605 4.650
C 5.783 0.720 3.593
C 4.719 0.673 2.704
C 3.620 1.506 2.872
C 3.587 2.390 3.943
C 4.640 2.441 4.843
H 6.650 0.084 3.475
H 4.753 -0.023 1.874
H 2.796 1.466 2.174
H 2.736 3.044 4.077
H 4.630 3.118 5.687
*
```

For the HOMO-LUMO gap, the calculation gives 0.2290 Ha.

Here are the Mulliken charges for atoms 1 to 8, given in e: N -0.41; C 0.13; N -0.22; C -1.03; C 0.29; C -1.22; C 0.25; C -0.26

---

Entry 6:
# C23H27N3O4S2

The molecule C23H27N3O4S2 (wB97M-V/def2-TZVPD, the Open Molecules 2025 dataset).

ORCA input file:
```
! RIJCOSX wB97M-V def2-TZVPD def2/J DEFGRID3
* xyz 0 1
C -3.766 5.393 -2.683
C -2.842 4.286 -2.277
C -1.851 3.847 -3.145
C -0.982 2.825 -2.790
C 0.071 2.371 -3.754
C -1.100 2.236 -1.539
C -2.079 2.671 -0.656
N -2.265 2.093 0.612
C -1.404 1.332 1.336
O -0.264 1.091 0.996
C -2.063 0.788 2.609
C -1.060 0.185 3.596
C -0.370 -1.041 3.006
N -1.324 -2.005 2.490
S -0.580 -3.385 1.898
O 0.300 -3.874 2.917
O -1.609 -4.247 1.398
C 0.389 -2.731 0.543
C -0.199 -2.517 -0.692
C 0.476 -1.765 -1.636
C 1.725 -1.228 -1.346
C 2.337 -1.488 -0.113
C 1.645 -2.236 0.833
N 3.622 -1.045 0.170
C 4.321 -0.050 -0.443
O 5.478 0.168 -0.171
C 3.534 0.799 -1.421
C 2.647 1.792 -0.678
S 2.562 -0.259 -2.548
C -2.304 -1.466 1.575
C -3.062 -0.312 2.223
C -2.951 3.688 -1.032
H -4.596 5.487 -1.988
H -4.162 5.213 -3.681
H -3.228 6.340 -2.705
H -1.760 4.307 -4.118
H 0.546 1.454 -3.418
H 0.838 3.138 -3.860
H -0.361 2.202 -4.739
H -0.437 1.437 -1.251
H -3.146 2.330 1.046
H -2.593 1.612 3.100
H -0.296 0.919 3.853
H -1.597 -0.094 4.504
H 0.208 -1.563 3.771
H 0.309 -0.703 2.215
H -1.165 -2.947 -0.898
H 0.040 -1.574 -2.605
H 2.082 -2.455 1.795
H 4.103 -1.511 0.930
H 4.242 1.327 -2.064
H 2.142 2.444 -1.387
H 3.263 2.402 -0.020
H 1.893 1.287 -0.077
H -2.975 -2.288 1.323
H -1.827 -1.105 0.650
H -3.815 0.058 1.525
H -3.565 -0.670 3.122
H -3.720 4.012 -0.344
*
```

The energy relative to the best compared isomer or geometry (same formula, charge and spin) is 0.000 eV. For the HOMO-LUMO gap, the calculation gives 0.3283 Ha. Its structure (SMILES) is Cc1cc(C)cc(NC(=O)C2CCN(S(=O)(=O)c3ccc4c(c3)NC(=O)[C@H](C)S4)CC2)c1.

Here are the Mulliken charges for atoms 1 to 8, given in e: C -1.55; C 0.69; C -0.72; C 0.51; C -1.52; C 0.29; C 0.21; N 0.10

---

Entry 7:
# C2H5N2O2

A cluster of 2 separate species, C2H5N2O2 in total (wB97M-V/def2-TZVPD, the Open Molecules 2025 dataset).

ORCA input file:
```
! RIJCOSX wB97M-V def2-TZVPD def2/J DEFGRID3
* xyz -1 1
N -1.667 -1.521 0.807
C -0.623 -0.733 0.275
O 0.005 -0.033 1.115
O -0.400 -0.853 -0.949
H -1.987 -1.324 1.734
H -2.191 -2.153 0.234
C 1.494 1.500 -0.292
N 1.421 1.454 -1.568
H 2.183 0.859 0.274
H 0.837 2.212 0.227
H 0.928 0.591 -1.857
*
```

The energy relative to the best compared isomer or geometry (same formula, charge and spin) is 2.263 eV. For the HOMO-LUMO gap, the calculation gives 0.2888 Ha.

Here are the Mulliken charges for atoms 1 to 8, given in e: N -0.44; C 0.67; O -0.75; O -0.75; H 0.18; H 0.16; C -0.17; N -0.74

---

Entry 8:
# C3H5NO2

The molecule C3H5NO2 (wB97M-V/def2-TZVPD, the Open Molecules 2025 dataset).

ORCA input file:
```
! RIJCOSX wB97M-V def2-TZVPD def2/J DEFGRID3
* xyz 0 1
C -1.572 -0.053 0.238
C -0.308 -0.528 -0.429
O -0.247 -1.542 -1.091
C 0.949 0.588 -0.409
N 1.893 -0.002 0.340
O 0.854 1.646 -0.970
H -2.422 -0.689 -0.022
H -1.483 0.022 1.329
H -1.729 0.956 -0.150
H 1.237 -0.762 0.587
H 2.827 0.364 0.577
*
```

The energy relative to the best compared isomer or geometry (same formula, charge and spin) is 1.633 eV. For the HOMO-LUMO gap, the calculation gives 0.3676 Ha. Its structure (SMILES) is CC(=O)C(N)=O.

Here are the Mulliken charges for atoms 1 to 8, given in e: C -0.96; C 0.45; O -0.50; C 0.48; N -0.34; O -0.54; H 0.31; H 0.29